{"formula": "C3H5NO2", "method": "ωB97M-V/def2-TZVPD", "symbols": ["O", "C", "N", "C", "C", "O", "H", "H", "H", "H", "H"], "positions_angstrom": [[0.103, 1.326, -2.298], [0.085, 0.621, -1.328], [-0.365, 1.030, -0.075], [0.040, 0.100, 0.951], [0.053, -1.151, 0.115], [0.479, -0.698, -1.233], [-0.289, 2.025, 0.062], [0.978, 0.376, 1.467], [-0.710, -0.206, 1.682], [-0.989, -1.461, -0.037], [0.602, -1.955, 0.648]], "forces_ev_per_angstrom": [[0.3, -0.8, 0.0], [-0.1, 0.1, 0.8], [0.1, 0.2, 0.1], [-0.2, -0.4, 0.1], [0.1, 0.0, -0.7], [0.0, 0.0, 0.8], [-0.1, 0.0, 0.1], [-0.3, -0.3, -0.4], [-0.2, 1.1, 0.4], [0.2, -0.2, 0.2], [0.2, 0.3, -1.3]], "nbo_charge": [-0.592, 0.878, -0.653, -0.249, -0.079, -0.501, 0.407, 0.191, 0.204, 0.184, 0.210], "charge": 0, "max_force_ev_per_a": 1.4, "orbital_gap_ev": 11.02, "e_above_lowest_kj_mol": 55.8, "total_energy_ev": -8777.11586, "homo_energy_ev": -10.25}